1.
{"formula": "CHN4O2S", "method": "wB97M-V/def2-TZVPD", "elements": ["S", "O", "N", "N", "H", "C", "N", "N", "O"], "xyz": [[2.50679, -0.33814, -0.17481], [1.89657, 1.11821, -1.74863], [0.82093, -0.97290, -0.21472], [0.38570, -1.79129, -1.16664], [0.29197, -0.54786, 1.74006], [0.02640, -1.11511, 0.83204], [-0.67805, -2.34572, -0.72451], [-0.97710, -1.93829, 0.51185], [2.59362, 0.33011, 1.15642]], "lowdin_charge": [0.894, -0.679, -0.338, -0.029, 0.113, -0.239, -0.099, -0.019, -0.604], "lumo_energy_ev": [3.51, 3.65], "gap_ev": [8.31, 8.03], "max_force_ev_per_a": 4.56, "multiplicity": 1, "charge": -1, "e_above_lowest_ev": 4.036, "e_homo_ev": [-4.802, -4.378]}


2.
{"formula": "C64H164N12O20", "method": "wB97M-V/def2-TZVPD", "elements": ["H", "H", "H", "O", "O", "H", "H", "N", "H", "H", "H", "H", "C", "H", "H", "C", "H", "H", "C", "H", "H", "C", "C", "H", "H", "H", "C", "C", "O", "H", "H", "C", "H", "C", "H", "H", "H", "C", "C", "H", "H", "C", "H", "N", "H", "C", "C", "H", "H", "C", "H", "H", "H", "H", "H", "H", "N", "C", "H", "C", "H", "H", "C", "H", "H", "C", "H", "C", "H", "H", "H", "H", "H", "O", "H", "H", "H", "N", "C", "H", "H", "H", "O", "H", "H", "C", "H", "C", "H", "H", "H", "H", "H", "H", "N", "C", "N", "H", "H", "C", "N", "H", "H", "H", "H", "H", "C", "C", "O", "O", "H", "H", "H", "O", "H", "H", "H", "H", "O", "C", "H", "C", "O", "C", "O", "H", "H", "H", "H", "H", "H", "H", "H", "H", "H", "H", "C", "H", "H", "H", "H", "H", "H", "H", "O", "C", "C", "C", "H", "H", "C", "O", "H", "C", "H", "H", "H", "H", "C", "H", "H", "H", "H", "H", "C", "C", "H", "H", "H", "O", "O", "H", "N", "H", "H", "H", "C", "H", "H", "H", "H", "H", "O", "O", "C", "H", "H", "N", "H", "H", "O", "C", "H", "H", "H", "C", "H", "H", "H", "H", "N", "C", "H", "C", "H", "H", "C", "C", "H", "C", "H", "H", "C", "H", "C", "H", "N", "H", "C", "H", "O", "C", "H", "H", "H", "H", "H", "C", "H", "C", "H", "C", "C", "H", "C", "H", "H", "C", "N", "H", "C", "H", "H", "H", "H", "C", "H", "H", "H", "H", "H", "C", "H", "H", "H", "O", "H", "C", "C", "C"], "xyz": [[8.18157, -8.29757, -32.34756], [19.72051, -6.91875, -25.11890], [18.23782, -4.56166, -31.30180], [16.88091, -15.68429, -31.63830], [14.32583, -1.19199, -24.23419], [18.66167, -2.19631, -32.20639], [7.39128, -5.41587, -36.50266], [14.42895, -13.97215, -30.92463], [7.82697, -9.69462, -33.95791], [8.86265, -2.74367, -22.11619], [14.19002, -5.30760, -27.62527], [14.36087, -3.95970, -26.55181], [19.77690, -6.02296, -25.73735], [14.89536, -2.18830, -31.77588], [9.26855, -2.44059, -29.75413], [13.76395, -0.39097, -26.36175], [18.19161, -4.79221, -26.38176], [7.59835, 0.95703, -25.80635], [17.55679, -5.93896, -24.79591], [17.52411, -17.33962, -32.69285], [14.82164, -14.23437, -20.94816], [15.51336, -8.56445, -32.37516], [14.88408, -13.65805, -21.87122], [14.29252, -13.75527, -25.10258], [10.04173, -3.82224, -26.18309], [9.00887, -5.85088, -34.10211], [9.25787, -4.90202, -30.93391], [11.65541, -2.45022, -23.00597], [16.96385, -1.11996, -32.81266], [14.09438, -11.20646, -31.06192], [15.50293, -17.09531, -30.67759], [13.14720, -5.25175, -30.55769], [20.65674, -5.46571, -25.41570], [6.93052, -8.75458, -27.79422], [13.05800, -5.92328, -31.41163], [6.07650, -7.67496, -30.94622], [15.22241, -13.53200, -31.36822], [11.52558, 0.22726, -25.37745], [9.41476, -3.61679, -22.46398], [5.66234, -9.51681, -25.44982], [9.58568, -10.84775, -30.03999], [8.78749, -9.40141, -34.38160], [11.73774, -2.78383, -24.04039], [18.58840, -5.13939, -25.52030], [14.27375, -1.29589, -26.69241], [11.31175, -8.15703, -29.17734], [13.31220, -7.69990, -22.92670], [14.23282, 0.92695, -24.79893], [6.71279, -9.30663, -29.74981], [8.44883, -5.66617, -36.58645], [14.90571, -8.70222, -26.38114], [9.31574, -6.02136, -26.51035], [10.35586, -6.92474, -24.47932], [17.08551, -2.90477, -29.89894], [3.97151, -6.98689, -32.23972], [17.13854, -15.72068, -23.18706], [7.13166, -5.95542, -31.51703], [5.85544, -6.65787, -31.26989], [8.79938, -12.28101, -29.61738], [19.82408, -6.39549, -27.26473], [8.06340, -11.12553, -30.83060], [5.34034, -6.10992, -30.48088], [16.11405, -7.94163, -30.12487], [9.72249, -5.47100, -31.73920], [7.60080, -2.98366, -30.14236], [4.98721, -6.68740, -32.49809], [14.94848, -16.45481, -32.10132], [4.07096, -5.42427, -34.30852], [17.03505, 0.79256, -31.89356], [12.19957, -7.04017, -26.96735], [12.58664, -6.90370, -23.09329], [14.33038, -12.29472, -26.75307], [11.13086, -8.16962, -30.25215], [4.93418, -5.43883, -33.18086], [11.21583, -1.45727, -22.91145], [19.14407, -5.10296, -29.95181], [7.88644, 0.65741, -24.02380], [5.73946, -9.47606, -27.50570], [7.77117, -4.24110, -24.14371], [13.59456, -14.75843, -23.12849], [15.14073, -0.61566, -22.51606], [13.25031, -10.72317, -21.63773], [21.00692, -7.26398, -27.33669], [6.05957, -10.42640, -27.38536], [21.17609, -6.89371, -29.39555], [10.91479, -3.46405, -22.13850], [11.97588, -3.00050, -29.41899], [13.00139, -2.98397, -29.78798], [17.79106, -5.85057, -23.73506], [17.66427, -17.58573, -30.97206], [14.01194, -15.61591, -29.76645], [14.11697, -9.87264, -27.46569], [12.04669, -9.83311, -31.61649], [13.18832, -8.96086, -26.34260], [13.35366, -12.68198, -23.60571], [12.59909, -8.88773, -22.26290], [13.67584, -9.86563, -21.95967], [16.45076, -8.42563, -29.20810], [17.51243, -6.98899, -25.08497], [11.12886, -7.05034, -27.17123], [17.12324, -5.63731, -29.82818], [8.33884, -1.74687, -31.07799], [15.23976, -9.47390, -32.91007], [12.42198, -12.71233, -23.99448], [9.45153, -10.23650, -34.15842], [2.97877, -12.51405, -24.21892], [5.02534, -9.16753, -26.26243], [8.03329, 1.32139, -24.87565], [10.81761, -7.02041, -28.54669], [9.12158, -4.00702, -23.78149], [3.09940, -5.90683, -34.20221], [2.03104, -11.15335, -24.61424], [5.01358, -8.09134, -26.08985], [12.96501, -3.89196, -30.84557], [9.11290, -7.09099, -32.18539], [15.62468, -14.94626, -29.49372], [10.42663, -4.40338, -27.85062], [16.09646, -4.34069, -24.68777], [8.83874, -6.84862, -35.85272], [18.00635, -3.36443, -29.53992], [2.30309, -12.53776, -25.77320], [16.17925, -5.38484, -24.98944], [3.86244, -11.18306, -25.63345], [13.58634, -13.78103, -22.64608], [9.04807, -3.61367, -31.53246], [12.97770, -11.77587, -25.88902], [14.11707, -5.39956, -30.08270], [8.53215, -8.28242, -24.00921], [12.18161, -8.51156, -21.32893], [18.77203, -16.38204, -31.77958], [7.41284, -5.11624, -29.64016], [12.53759, -1.65841, -25.45620], [15.59618, 0.00894, -25.41322], [15.05913, -2.33478, -22.74953], [6.72940, -7.70188, -27.99290], [16.32206, -2.13526, -27.72944], [14.88216, -15.17960, -30.25681], [16.20792, -15.92411, -21.66896], [11.18062, -10.91703, -32.83539], [8.32817, -6.61739, -29.93424], [19.93787, -5.43749, -27.77205], [17.05971, -2.92934, -26.37449], [4.42952, -5.95152, -35.19257], [14.17127, -7.40795, -22.32268], [12.22920, -11.82896, -31.34730], [9.38556, -8.95780, -24.06962], [13.34900, -11.69255, -30.43244], [15.55161, -16.16368, -31.24133], [11.02288, -2.98508, -21.16536], [6.91923, -5.02051, -31.83472], [10.03559, 0.04998, -25.40054], [16.00003, -8.97064, -31.09187], [22.01408, -8.28227, -28.80209], [14.55729, -0.07115, -25.09322], [16.31695, -1.38758, -23.59968], [10.16701, -5.27904, -24.49923], [7.29783, -3.26304, -24.05740], [18.93083, -6.92423, -27.59736], [15.16530, -0.21467, -31.48876], [15.38141, -12.58969, -24.29480], [11.67947, -4.30587, -26.57570], [3.29641, -9.88957, -27.19358], [11.09012, -10.42572, -22.66952], [10.73173, -7.97498, -26.75238], [8.56276, -2.67445, -30.55115], [2.74541, -11.85074, -25.05177], [2.99870, -9.28121, -25.57295], [3.95377, -4.39623, -34.65130], [8.53900, -5.90937, -37.64513], [14.57154, -10.46614, -25.55639], [17.90876, -3.52590, -28.11938], [7.55404, -6.85469, -34.37325], [14.82580, -1.55604, -30.99134], [18.21902, -7.31259, -30.39320], [9.07819, -4.80823, -36.34990], [12.67628, -13.85801, -22.05111], [16.21530, -15.47522, -22.66222], [5.32897, -7.36187, -33.28320], [15.38307, -15.90288, -23.22131], [17.16826, -6.64973, -31.53459], [10.03654, -4.72441, -30.19213], [12.41429, -5.52883, -29.79996], [7.94355, -10.69182, -28.70486], [16.10433, -14.04021, -22.50831], [10.38497, -5.93207, -26.31835], [14.61318, -7.96697, -32.23099], [8.36590, -8.73918, -29.33013], [9.15506, -8.05869, -32.47152], [14.92614, 0.52328, -30.72303], [15.58970, -5.98100, -24.29292], [10.42876, -8.54578, -23.33174], [3.67413, -9.89283, -26.17112], [13.02851, -11.11902, -29.56271], [11.89999, 0.25293, -24.35410], [14.74342, 0.01478, -32.46726], [13.86818, -13.11278, -29.93026], [7.27127, -4.99071, -23.53028], [15.01494, -12.59604, -21.66361], [16.94908, -5.59463, -28.83423], [14.62912, -13.01591, -29.15586], [10.65897, -6.06132, -24.90680], [16.68831, -0.21547, -31.66609], [11.68667, 1.18038, -25.88116], [8.01203, -5.66733, -30.36498], [8.88002, -9.81415, -23.62333], [7.62848, -8.81282, -26.95902], [17.20347, -6.92650, -30.48090], [10.63033, -4.51412, -26.78556], [13.73310, -7.93725, -23.90373], [8.58348, -11.24544, -29.88022], [13.63685, -5.60679, -26.11152], [12.96983, -13.53592, -29.48079], [14.43623, -5.04620, -26.59612], [8.76089, -9.42924, -35.47092], [9.34949, -8.04822, -33.88773], [12.39523, -8.22046, -29.07667], [12.38406, -0.84403, -26.03352], [12.69567, -2.23887, -22.75838], [14.14226, -9.47711, -26.45030], [7.66178, -4.54426, -25.18498], [15.76744, -5.50846, -26.39907], [11.44931, -9.50639, -23.13205], [12.96866, -10.74367, -32.81715], [9.68162, -9.03994, -25.11542], [14.08001, -10.15117, -22.84012], [13.85468, 0.32420, -27.17930], [12.57922, -4.67252, -21.84028], [12.06002, -10.74394, -32.21507], [15.12816, -7.49313, -30.00254], [14.06286, -11.83193, -25.80314], [11.51106, -5.31091, -22.86816], [7.52280, -9.35762, -29.02221], [13.49804, -1.60177, -30.42141], [9.70816, -0.25856, -26.39336], [17.78356, -16.84098, -31.75897], [9.74891, -0.83307, -24.82947], [18.04514, -1.78787, -27.30983], [18.16840, -4.69953, -30.22278], [11.59053, -4.75192, -22.03072], [9.01075, -4.43569, -21.86877], [21.09634, -7.70797, -28.67533], [13.63383, -3.25254, -28.94183], [13.46907, -0.89865, -29.58901], [16.21261, -7.96345, -32.95648], [10.40737, -8.04369, -34.15034], [8.63930, -6.81020, -34.46439], [18.97447, -0.68669, -32.93788], [20.28456, -8.41273, -28.85542], [11.82454, -9.90195, -24.07589], [18.81397, -2.67540, -29.78708], [7.69164, 2.31972, -24.60234], [17.26643, -2.54783, -27.37440], [18.39079, -1.98195, -33.95268], [12.79413, -1.28009, -31.18895], [10.85894, -9.08599, -28.83079], [9.47141, 1.32323, -24.96428], [17.15447, -0.52199, -30.72969], [18.27543, -1.52236, -32.97106], [14.36931, -12.76163, -24.66112], [15.28076, -1.39841, -23.26159]], "lowdin_charge": [0.054, 0.108, 0.117, -0.197, -0.217, 0.063, 0.076, -0.068, 0.075, 0.123, 0.067, 0.078, -0.168, 0.110, 0.081, -0.203, 0.045, 0.084, -0.213, 0.080, 0.118, -0.090, -0.215, 0.118, 0.069, 0.123, -0.184, -0.055, -0.188, 0.100, 0.102, -0.100, 0.108, -0.245, 0.088, 0.100, 0.117, -0.183, -0.179, 0.111, 0.063, -0.047, 0.069, -0.037, 0.084, -0.134, -0.061, 0.119, 0.109, -0.083, 0.087, 0.119, 0.041, 0.103, 0.121, 0.088, -0.062, -0.174, 0.089, -0.172, 0.087, 0.117, -0.193, 0.103, 0.074, -0.219, 0.119, -0.115, 0.114, 0.098, 0.035, 0.105, 0.070, -0.191, 0.079, 0.096, 0.080, -0.061, -0.074, 0.096, 0.093, 0.043, -0.190, 0.110, 0.081, -0.395, 0.105, -0.179, 0.121, 0.077, 0.120, 0.073, 0.072, 0.059, -0.055, -0.373, 0.041, 0.121, 0.117, -0.165, -0.045, 0.087, 0.080, 0.103, 0.053, 0.079, -0.189, -0.088, -0.190, -0.253, 0.082, 0.082, 0.116, -0.198, 0.009, 0.115, 0.062, 0.110, -0.206, -0.193, 0.082, -0.195, -0.183, -0.209, -0.185, 0.113, 0.063, 0.091, 0.135, 0.085, 0.104, 0.052, 0.118, 0.084, 0.118, 0.079, -0.219, 0.083, 0.079, 0.090, 0.108, 0.071, 0.076, 0.079, -0.218, -0.171, -0.144, -0.207, 0.132, 0.101, -0.221, -0.201, 0.082, -0.206, 0.091, 0.032, 0.089, 0.116, -0.199, 0.127, 0.066, 0.118, 0.115, 0.100, -0.092, -0.100, 0.112, 0.089, 0.082, -0.178, -0.220, 0.118, -0.064, 0.108, 0.086, 0.119, -0.085, 0.113, 0.071, 0.104, 0.093, 0.066, -0.170, -0.205, -0.409, 0.078, 0.099, 0.055, 0.118, 0.108, -0.202, -0.221, 0.103, 0.103, 0.121, -0.215, 0.092, 0.120, 0.093, 0.098, 0.089, -0.172, 0.124, -0.168, 0.097, 0.114, -0.205, -0.038, 0.062, -0.081, 0.069, 0.117, -0.106, 0.074, -0.410, 0.081, -0.032, 0.058, -0.127, 0.084, -0.191, -0.165, 0.079, 0.081, 0.043, 0.115, 0.071, -0.106, 0.102, -0.173, 0.020, -0.244, -0.181, 0.117, -0.083, 0.102, 0.096, -0.204, 0.057, 0.123, -0.137, 0.101, 0.097, 0.078, 0.138, -0.197, 0.083, 0.082, 0.112, 0.118, 0.085, -0.107, 0.091, 0.114, 0.084, -0.205, 0.107, -0.146, -0.201, -0.128], "lumo_energy_ev": 0.37, "gap_ev": 8.68, "max_force_ev_per_a": 3.63, "multiplicity": 1, "e_above_lowest_ev": 2.890, "e_homo_ev": -8.307}